No. 1
ORCA calculation (ωB97M-V with the def2-TZVPD basis set) on C5H8N2 as an isolated structure at a distorted geometry.

CARTESIAN COORDINATES (ANGSTROEM)
C 1.59031 -0.46769 1.56354
C 0.61632 -0.93969 0.51312
C -0.75920 -0.45168 0.81269
N -0.28448 0.56529 -0.14119
C -1.04039 0.39839 -1.39584
C -0.52671 1.28522 -2.44734
N -0.13070 1.95966 -3.29995
H 1.32259 0.45142 2.10692
H 2.61947 -0.39827 1.20251
H 1.56064 -1.29198 2.29311
H 0.67897 -0.05126 -0.50129
H -1.59483 -1.05645 0.45137
H -0.95745 -0.02051 1.79625
H -1.00873 -0.63948 -1.75959
H -2.08580 0.65703 -1.19432

Results
LUMO	0.83	eV
highest occupied orbital energy	-9.05	eV
energy relative to the best compared isomer or geometry (same formula, charge and spin)	115.4	kcal/mol

No. 2
ORCA calculation (ωB97M-V with the def2-TZVPD basis set) on C5H8N2 in the gas phase.

CARTESIAN COORDINATES (ANGSTROEM)
C -2.44257 -0.62223 0.07921
C -1.05929 -0.04914 0.01010
C -0.65861 1.29972 -0.12136
C 0.71759 1.25347 -0.11213
N 1.06339 -0.04807 -0.01280
C 2.39714 -0.60308 0.03460
N -0.00376 -0.85471 0.07406
H -2.71016 -1.11776 -0.85992
H -3.18682 0.15410 0.27948
H -2.50228 -1.36967 0.87607
H -1.28318 2.17490 -0.23938
H 1.47047 2.02939 -0.11764
H 3.06266 -0.00176 -0.59067
H 2.35547 -1.61946 -0.35882
H 2.77996 -0.62572 1.05920

Results
LUMO	1.04	eV
highest occupied orbital energy	-8.94	eV
energy relative to the best compared isomer or geometry (same formula, charge and spin)	11.1	kcal/mol
SMILES	Cc1ccn(C)n1

No. 3
ORCA calculation (ωB97M-V with the def2-TZVPD basis set) on C5H8N2 in the gas phase.

CARTESIAN COORDINATES (ANGSTROEM)
C 1.00295 -1.55129 -0.14000
C -0.03241 -0.49091 -0.35634
C -1.05393 -0.47999 -1.28317
C -1.71136 0.74741 -1.08786
N -1.15043 1.44798 -0.11669
N -0.12736 0.68938 0.31895
C 0.64306 1.20367 1.43295
H 1.97234 -1.27798 -0.57324
H 0.66955 -2.46340 -0.64494
H 1.15984 -1.79668 0.91558
H -1.27777 -1.25883 -1.99927
H -2.56726 1.15305 -1.61130
H 0.31215 2.23449 1.56874
H 1.71615 1.19641 1.22192
H 0.44448 0.64671 2.35467

Results
LUMO	0.98	eV
highest occupied orbital energy	-8.95	eV
energy relative to the best compared isomer or geometry (same formula, charge and spin)	11.5	kcal/mol
SMILES	Cc1ccnn1C

No. 4
ORCA calculation (ωB97M-V with the def2-TZVPD basis set) on C5H8N2 in the gas phase.

CARTESIAN COORDINATES (ANGSTROEM)
C 2.30398 0.29328 0.02776
N 0.91099 -0.09684 0.07285
C 0.35731 -1.33511 0.24111
C -1.01453 -1.21087 0.19438
C -1.30835 0.16849 0.00865
N -2.58058 0.77587 -0.02317
C -0.10493 0.82331 -0.06427
H 2.89134 -0.38707 -0.59465
H 2.35287 1.28615 -0.42797
H 2.75618 0.35628 1.02378
H 0.95437 -2.22196 0.41010
H -1.73281 -2.01860 0.27324
H -3.30676 0.12635 -0.29366
H -2.59914 1.56830 -0.65330
H 0.12006 1.87243 -0.19485

Results
LUMO	1.05	eV
highest occupied orbital energy	-7.41	eV
energy relative to the best compared isomer or geometry (same formula, charge and spin)	11.6	kcal/mol
SMILES	Cn1ccc(N)c1

No. 5
ORCA calculation (ωB97M-V with the def2-TZVPD basis set) on C5H8N2 in the gas phase at a distorted geometry.

CARTESIAN COORDINATES (ANGSTROEM)
C 1.07305 -0.87377 1.48621
C 0.77907 -0.32264 0.06254
C -0.55827 -0.49845 -0.66206
C -1.39707 -1.51603 -0.06235
N -1.88885 -2.46046 0.38853
N -0.33155 0.76077 -0.04261
C -0.50678 1.93239 -0.95850
H 0.17645 -1.14342 2.05183
H 1.70702 -1.77930 1.48585
H 1.63039 -0.13198 2.07616
H 1.72095 -0.26077 -0.49449
H -0.68577 -0.46445 -1.75593
H -0.74077 1.66836 -2.00823
H 0.34749 2.61346 -0.97703
H -1.37124 2.52326 -0.61409

Results
LUMO	0.91	eV
highest occupied orbital energy	-9.54	eV
energy relative to the best compared isomer or geometry (same formula, charge and spin)	55.0	kcal/mol
SMILES	C[C@H]1[C@@H](C#N)N1C

No. 6
ORCA calculation (ωB97M-V with the def2-TZVPD basis set) on C5H8N2 as an isolated structure at a distorted geometry.

CARTESIAN COORDINATES (ANGSTROEM)
C 0.48113 -0.85080 -0.59146
C 0.08483 0.53087 -0.11884
C -1.36436 0.15940 0.16263
C -0.87790 -1.25709 0.10852
N -1.20818 -2.40192 0.52257
C 0.92350 1.37517 0.73497
N 0.50103 1.80844 -0.60983
H 0.44600 -0.98288 -1.68459
H 1.47888 -1.21612 -0.26617
H -0.32100 -2.75821 0.17631
H -2.00483 0.38585 -0.69538
H -1.81541 0.53005 1.08538
H 1.96259 1.09004 0.89003
H 0.45468 1.90559 1.55880
H 1.25904 1.68162 -1.27295

Results
LUMO	0.90	eV
highest occupied orbital energy	-9.65	eV
energy relative to the best compared isomer or geometry (same formula, charge and spin)	66.5	kcal/mol

No. 7
ORCA calculation (ωB97M-V with the def2-TZVPD basis set) on C5H8N2 in the gas phase at a distorted geometry.

CARTESIAN COORDINATES (ANGSTROEM)
C -2.12746 -0.37226 -0.40304
N -0.75713 -0.24460 0.04859
C -0.36983 0.25383 1.28004
C 0.96467 0.46213 1.29911
C 1.53869 0.09383 -0.02324
N 2.86514 0.08421 -0.32404
C 0.34611 -0.33634 -0.75276
H -2.78043 -0.47843 0.46747
H -2.45342 0.49765 -0.98452
H -2.22655 -1.26820 -1.02164
H -1.12085 0.44414 2.03974
H 1.56393 0.81674 2.12405
H 1.31813 1.03163 -0.70942
H 2.96720 -0.30110 -1.26635
H 0.27179 -0.68322 -1.77399

Results
LUMO (spin up / spin down)	0.56 / 0.56	eV
highest occupied orbital energy (spin up / spin down)	-6.68 / -6.68	eV
energy relative to the best compared isomer or geometry (same formula, charge and spin)	95.9	kcal/mol

No. 8
ORCA calculation (ωB97M-V with the def2-TZVPD basis set) on a 2-piece molecular cluster, C5H8N2 overall.

CARTESIAN COORDINATES (ANGSTROEM)
C 2.74524 -0.74680 -0.19368
N 1.08198 0.05199 0.57430
C 0.75441 1.29852 0.10865
C -0.57387 1.26209 -0.17719
C -0.99112 -0.06759 0.15198
C -2.36348 -0.64740 0.02080
N 0.01338 -0.78635 0.60397
H 2.75410 -0.11346 -1.09510
H 2.23390 -1.67746 -0.48258
H 2.01725 -0.21442 1.02615
H 1.49834 2.08024 0.02548
H -1.18123 2.05715 -0.58262
H -2.71253 -0.60217 -1.01664
H -3.08612 -0.10001 0.63563
H -2.35418 -1.69138 0.33971

Results
LUMO	0.34	eV
highest occupied orbital energy	-9.05	eV
energy relative to the best compared isomer or geometry (same formula, charge and spin)	111.9	kcal/mol

No. 9
ORCA calculation (ωB97M-V with the def2-TZVPD basis set) on C5H8N2 in the gas phase at a distorted geometry.

CARTESIAN COORDINATES (ANGSTROEM)
C 0.02639 -1.25937 0.67764
C 0.14622 -0.04752 -0.22730
C -0.96003 1.00556 -0.09805
C -1.59357 1.07597 1.22311
N -2.13476 1.10612 2.24489
C 1.49705 0.35756 -0.68649
N 0.53727 -0.22541 -1.62142
H 0.48895 -1.07002 1.65105
H -1.01868 -1.53397 0.85391
H 0.52871 -2.12027 0.22456
H -1.74351 0.75787 -0.82168
H -0.58613 1.99962 -0.36280
H 2.33972 -0.25190 -0.36357
H 1.73489 1.40487 -0.86593
H 0.75793 -1.19974 -1.81154

Results
LUMO	0.85	eV
highest occupied orbital energy	-10.01	eV
energy relative to the best compared isomer or geometry (same formula, charge and spin)	31.4	kcal/mol
SMILES	C[C@@]1(CC#N)CN1

No. 10
ORCA calculation (ωB97M-V with the def2-TZVPD basis set) on C5H8N2 in the gas phase at a distorted geometry.

CARTESIAN COORDINATES (ANGSTROEM)
C 1.69298 -0.70482 0.13028
N 1.86630 0.57412 0.16275
C 0.60063 1.15191 -0.13572
C -0.52428 0.13819 -0.08230
C -1.63972 -0.05572 0.89084
C -1.92959 -0.00200 -0.60032
N 0.36384 -1.04927 -0.33417
H 2.53636 -1.46786 0.20500
H 0.41487 2.14745 0.39771
H 0.66193 1.50090 -1.26090
H -2.00694 0.86826 1.48089
H -1.77934 -1.04512 1.33638
H -2.39254 0.97805 -0.91953
H -2.14148 -0.88917 -1.28341
H -0.10397 -1.93180 0.02707

Results
LUMO	0.98	eV
highest occupied orbital energy	-8.55	eV
energy relative to the best compared isomer or geometry (same formula, charge and spin)	52.9	kcal/mol
SMILES	C1=NCC2(CC2)N1

No. 11
ORCA calculation (ωB97M-V with the def2-TZVPD basis set) on C5H8N2 in the gas phase at a distorted geometry.

CARTESIAN COORDINATES (ANGSTROEM)
C 0.47761 -1.76775 1.90726
N -0.00600 -0.79568 0.89652
C -0.59401 0.31881 1.27136
N -0.84171 1.28427 0.36208
C -0.35137 0.85405 -0.82506
C -0.02630 1.61002 -2.14685
C 0.22902 -0.32745 -1.02107
H 1.57254 -1.77720 1.94510
H 0.13046 -1.57860 2.94558
H 0.14580 -2.77142 1.63468
H -0.90210 0.49951 2.31796
H -0.90146 2.15936 -2.46434
H 0.82764 2.26059 -1.93789
H 0.29992 0.99829 -3.01891
H -0.06003 -0.96680 -1.86641

Results
LUMO	0.97	eV
highest occupied orbital energy	-8.61	eV
energy relative to the best compared isomer or geometry (same formula, charge and spin)	82.1	kcal/mol

No. 12
ORCA calculation (ωB97M-V with the def2-TZVPD basis set) on C5H8N2 in the gas phase at a distorted geometry.

CARTESIAN COORDINATES (ANGSTROEM)
C 1.22000 1.01798 1.02739
N 0.82595 1.63963 0.00479
C -0.33965 0.88457 -0.45030
C 0.05617 -0.20518 -1.45831
C -0.53152 -1.31446 -0.47980
C -0.65782 -0.18755 0.56069
N 0.50657 -0.08126 1.48206
H 2.05829 1.31612 1.63051
H -1.13246 1.55772 -0.82961
H 1.10636 -0.38131 -1.70206
H -0.53992 -0.20898 -2.35283
H -1.50398 -1.71506 -0.80715
H 0.21649 -2.10436 -0.20421
H -1.61488 -0.13308 1.09641
H 0.33040 -0.08477 2.48243

Results
LUMO	1.01	eV
highest occupied orbital energy	-8.83	eV
energy relative to the best compared isomer or geometry (same formula, charge and spin)	30.0	kcal/mol
SMILES	C1=N[C@H]2CC[C@H]2N1

No. 13
ORCA calculation (ωB97M-V with the def2-TZVPD basis set) on C5H8N2 in the gas phase at a distorted geometry.

CARTESIAN COORDINATES (ANGSTROEM)
C -2.73930 -0.78723 -0.29879
C -1.98797 0.07587 0.11199
C -0.96849 1.04131 0.45073
N 0.31986 1.02806 0.30116
N 1.08953 0.08405 -0.14102
C 0.60754 -1.30623 -0.30762
C 2.52011 0.27260 -0.00577
H -3.39182 -1.56381 -0.57548
H -1.36134 1.95902 0.83487
H 1.49133 -1.90490 -0.46490
H 0.10526 -1.63097 0.63091
H -0.03586 -1.49169 -1.14964
H 2.98435 -0.40413 -0.71385
H 2.94984 0.17809 0.98635
H 2.80121 1.29561 -0.37245

Results
LUMO	0.94	eV
highest occupied orbital energy	-7.96	eV
energy relative to the best compared isomer or geometry (same formula, charge and spin)	89.1	kcal/mol
SMILES	C#C/C=N\N(C)C

No. 14
ORCA calculation (ωB97M-V with the def2-TZVPD basis set) on C5H8N2 in the gas phase at a distorted geometry.

CARTESIAN COORDINATES (ANGSTROEM)
C -1.84658 -1.17295 -0.07790
C -1.21943 0.12943 0.38026
N -0.57948 1.01809 -0.34140
C 0.73346 0.56294 -0.61097
C 1.78324 1.25934 0.27290
C 0.74768 -0.90489 -0.06296
N 1.21751 -1.96196 0.01316
H -1.54885 -1.44441 -1.08926
H -1.54770 -1.96008 0.61481
H -2.92955 -1.08835 -0.00161
H -1.88025 0.60986 1.10927
H 0.99228 0.66900 -1.67360
H 1.73040 2.32945 0.07808
H 1.57779 1.10341 1.33049
H 2.76947 0.85113 0.05871

Results
LUMO (spin up / spin down)	-0.26 / -0.26	eV
highest occupied orbital energy (spin up / spin down)	-9.21 / -9.21	eV
energy relative to the best compared isomer or geometry (same formula, charge and spin)	77.0	kcal/mol
SMILES	C/C=N\[C@@H](C)C#N

No. 15
ORCA calculation (ωB97M-V with the def2-TZVPD basis set) on C5H8N2 in the gas phase.

CARTESIAN COORDINATES (ANGSTROEM)
C -1.22904 -1.66888 -0.52548
C -0.25633 -0.80007 -0.74756
C 0.68597 -0.27615 0.30485
N 2.04948 -0.64400 0.00018
C 0.29512 1.14415 0.37545
N 0.50887 2.37652 0.34670
C -0.95988 1.80392 0.52861
H -1.85694 -2.02401 -1.33484
H -1.40262 -2.07002 0.47003
H -0.11087 -0.35163 -1.73243
H 0.39611 -0.66176 1.29321
H 2.67738 -0.24453 0.68894
H 2.29576 -0.24201 -0.89946
H -1.40568 1.81108 1.52059
H -1.68733 1.84739 -0.28880

Results
LUMO	1.04	eV
highest occupied orbital energy	-9.44	eV
energy relative to the best compared isomer or geometry (same formula, charge and spin)	71.4	kcal/mol
SMILES	C=C[C@@H](N)C1=NC1

No. 16
ORCA calculation (ωB97M-V with the def2-TZVPD basis set) on C5H8N2 in the gas phase at a distorted geometry.

CARTESIAN COORDINATES (ANGSTROEM)
C 2.31134 -0.46043 -0.08369
C 0.89164 -0.08665 0.02589
C -0.19038 -0.86585 -0.26933
C -1.34386 -0.10879 -0.03829
N -2.54598 -0.24287 -0.75105
C -0.90926 1.06798 0.66664
N 0.46194 1.08424 0.56109
H 2.78408 -0.51431 0.90053
H 2.38129 -1.44364 -0.55416
H 2.87293 0.25045 -0.69532
H -0.16434 -1.89269 -0.59735
H -3.12094 0.47561 -0.33783
H -3.00827 -1.13296 -0.61124
H -1.43113 1.98099 0.96738
H 1.01094 1.88892 0.81672

Results
LUMO	1.09	eV
highest occupied orbital energy	-7.22	eV
energy relative to the best compared isomer or geometry (same formula, charge and spin)	17.3	kcal/mol
SMILES	Cc1cc(N)c[nH]1

No. 17
ORCA calculation (ωB97M-V with the def2-TZVPD basis set) on C5H8N2 in the gas phase at a distorted geometry.

CARTESIAN COORDINATES (ANGSTROEM)
C -0.67901 0.50088 -0.04294
C 0.35389 -0.62116 -0.11831
N -1.57114 0.30957 0.98390
C 1.62491 -0.13326 0.67052
C -0.61241 1.56451 -0.85774
C -0.16932 -1.96733 0.04181
N 2.64706 0.46675 0.74668
H -1.60673 -0.64802 1.32153
H -2.38733 0.89871 1.01203
H 3.20499 1.04174 0.11876
H 0.90604 -0.51201 -1.07376
H -1.31457 2.38428 -0.78562
H 0.17579 1.65060 -1.59101
H 0.54250 -2.78584 0.03127
H -1.11468 -2.14945 -0.45712

Results
LUMO (spin up / spin down)	-0.38 / 0.59	eV
highest occupied orbital energy (spin up / spin down)	-6.23 / -8.25	eV
energy relative to the best compared isomer or geometry (same formula, charge and spin)	123.6	kcal/mol